Entry one
Entry from the OMol25 dataset: an isolated ion of composition C3H6N3 and charge +1 (the ωB97M-V functional and the def2-TZVPD basis).

Results
Net charge: +1
SMILES: [H]/N=C1/CNC1=[NH2+]
HOMO-LUMO gap, eV: 11.27
HOMO energy, eV: -15.31
LUMO level, eV: -4.04

CARTESIAN COORDINATES (ANGSTROEM)
C 0.85581 -0.64118 0.73391
C -0.43704 0.64522 0.27315
C 0.69121 -0.87062 -0.69495
N 1.37367 -1.12077 1.71947
N -0.47208 -0.02812 -0.82780
N -1.17075 1.63938 0.63074
H 1.69085 -0.78560 -1.15435
H 0.41171 -1.91497 -1.05096
H 1.15908 -0.50049 2.43024
H -0.91469 0.33835 -1.69242
H -1.13316 1.78475 1.60536
H -2.04637 1.84151 0.18790

Entry two
Entry from the OMol25 dataset: an isolated ion of composition C3H6N3 and charge +1 (the ωB97M-V functional and the def2-TZVPD basis).

Results
Net charge: +1
HOMO-LUMO gap (spin up / spin down), eV: 6.74 / 6.80
HOMO energy (spin up / spin down), eV: -15.61 / -15.53
LUMO level (spin up / spin down), eV: -8.87 / -8.74

CARTESIAN COORDINATES (ANGSTROEM)
C 0.98907 -1.65081 1.21397
C -0.71851 -0.67716 -0.04210
C -0.55983 1.61787 -1.02380
N -0.24389 -1.66456 0.63412
N 1.70295 -0.63140 1.17026
N -0.26370 0.48056 -0.29490
H 1.29294 -2.56594 1.70923
H -1.70660 -0.99323 -0.42603
H 0.00622 1.63525 -1.96145
H -1.63316 1.71854 -1.25508
H -0.30446 2.49684 -0.41637
H 1.43897 0.23404 0.69215

Energies in eV, measured from the most stable structure: entry one 0.000; entry two 3.193.

Entry one
Entry from the OMol25 dataset: an isolated ion of composition C5H12NO and charge -1 (the ωB97M-V functional and the def2-TZVPD basis).

Results
Net charge: -1
SMILES: CCN(C)CC[O-]
HOMO-LUMO gap, eV: 6.24
HOMO energy, eV: -2.29
LUMO level, eV: 3.95

CARTESIAN COORDINATES (ANGSTROEM)
C 1.52529 1.33516 1.30871
C 1.28762 0.07173 0.46781
N 0.30013 0.23009 -0.58351
C 0.34688 -0.99285 -1.35406
C -1.04470 0.43007 0.05853
C -2.16705 -0.51380 -0.41396
O -2.06625 -1.78257 0.01249
H 0.84508 1.47246 2.15715
H 1.43820 2.20722 0.64210
H 2.54554 1.35229 1.69753
H 2.26604 -0.20419 0.04504
H 1.03460 -0.74853 1.15706
H 1.29915 -1.06249 -1.92423
H -0.43361 -1.15279 -2.06697
H 0.28681 -1.88518 -0.73459
H -0.91591 0.23547 1.13061
H -1.29346 1.48701 0.00310
H -2.13466 -0.45410 -1.53527
H -3.11971 -0.02498 -0.06754

Entry two
Entry from the OMol25 dataset: an isolated ion of composition C5H12NO and charge -1 (the ωB97M-V functional and the def2-TZVPD basis).

Results
Net charge: -1
SMILES: CN[C@@H](C)CC[O-]
HOMO-LUMO gap, eV: 6.56
HOMO energy, eV: -2.62
LUMO level, eV: 3.94

CARTESIAN COORDINATES (ANGSTROEM)
C 1.75768 0.22085 2.19761
N 1.61058 0.06012 0.71853
C 0.23488 0.27370 0.09105
C 0.16185 -0.47698 -1.23645
C -1.34114 -1.21092 -1.35680
O -2.14957 -0.60123 -0.58715
C -0.44095 1.66279 -0.01017
H 2.62401 0.90414 2.51169
H 0.92455 0.74121 2.57843
H 1.58258 -0.79051 2.67891
H 2.01557 -0.79917 0.38649
H -0.45352 -0.27223 0.77017
H 1.13458 -1.08003 -1.27848
H 0.35904 0.29914 -2.06609
H -1.07736 -2.28835 -1.20829
H -1.46381 -1.10219 -2.54116
H -0.14103 2.03030 -1.01861
H -1.56271 1.49377 -0.06804
H -0.25336 2.43631 0.81093

Energies in eV, measured from the most stable structure: entry one 0.000; entry two 0.933.

Entry one
Entry from the OMol25 dataset: an isolated ion of composition C5H12NO and charge -1 (the ωB97M-V functional and the def2-TZVPD basis).

Results
Net charge: -1
SMILES: CCN[C@H](C)C[O-]
HOMO-LUMO gap, eV: 6.23
HOMO energy, eV: -2.23
LUMO level, eV: 4.00

CARTESIAN COORDINATES (ANGSTROEM)
C -2.06532 -0.51943 0.37341
C -1.29344 0.64311 0.99323
N -0.19645 1.23483 0.24686
C 1.42093 0.57382 -1.49050
C 1.05964 0.40497 -0.00154
C 1.14458 -1.08665 0.31628
O 2.34851 -1.69113 0.24898
H -2.85775 -0.90988 1.02027
H -1.31556 -1.31119 0.36479
H -2.48147 -0.42277 -0.62673
H -0.89944 0.29782 1.95142
H -1.99229 1.42097 1.32884
H -0.40339 1.64018 -0.64632
H 2.44405 0.20447 -1.63049
H 0.87714 -0.16917 -2.07985
H 1.34971 1.60341 -1.85396
H 1.80623 0.94956 0.58628
H 0.62507 -1.27187 1.29959
H 0.42925 -1.59104 -0.40054

Entry two
Entry from the OMol25 dataset: an isolated ion of composition C5H12NO and charge -1 (the ωB97M-V functional and the def2-TZVPD basis).

Results
Net charge: -1
SMILES: CCCCNC[O-]
HOMO-LUMO gap, eV: 6.37
HOMO energy, eV: -2.49
LUMO level, eV: 3.88

CARTESIAN COORDINATES (ANGSTROEM)
C 0.55438 -0.84460 -0.18801
N -0.43618 -0.34382 -1.16590
C -1.84057 -0.68704 -0.70748
O -2.00086 -1.92730 -0.25804
C 0.57996 0.01212 1.07410
C 0.73694 1.51386 0.78190
C 2.14987 1.97069 0.40590
H 1.53474 -0.88516 -0.67011
H 0.16744 -1.82068 0.12430
H -0.30704 -1.01252 -1.92562
H -2.45340 -0.38129 -1.58453
H -2.07569 0.06826 0.09473
H -0.39552 -0.09540 1.54497
H 1.31651 -0.31136 1.81519
H 0.21100 2.14256 1.50220
H 0.17371 1.68228 -0.13996
H 2.34742 1.53231 -0.57875
H 2.21287 3.04980 0.25980
H 2.96950 1.55138 0.99193

Entry three
Entry from the OMol25 dataset: a 2-piece molecular cluster, C5H12NO overall (the ωB97M-V functional and the def2-TZVPD basis).

Results
Net charge: -1
HOMO-LUMO gap, eV: 6.76
HOMO energy, eV: -2.50
LUMO level, eV: 4.25

CARTESIAN COORDINATES (ANGSTROEM)
C -1.11137 1.76797 -1.78809
C -1.77748 1.74238 -0.43738
C -2.88163 1.05918 -0.16089
H -0.10607 1.36745 -1.64184
H -1.62649 1.12574 -2.50726
H -1.06841 2.79611 -2.15623
H -1.20019 2.27284 0.30766
H -3.26522 0.96635 0.84762
H -3.29815 0.39168 -0.90918
C 1.17196 -0.32918 0.97290
O 0.88277 0.63285 0.06463
C 1.89880 -1.52635 0.34303
N 2.33546 -2.49713 1.35791
H 1.78129 0.02588 1.83864
H 0.23857 -0.74953 1.44770
H 1.22196 -1.94222 -0.41790
H 2.74778 -1.13855 -0.22815
H 1.60358 -2.53085 2.05618
H 2.45284 -3.43461 1.01065

Energies in eV, measured from the most stable structure: entry one 0.637; entry two 0.000; entry three 0.706.

Entry one
Entry from the OMol25 dataset: a 3-piece molecular cluster, C3H12N2O2 overall (the ωB97M-V functional and the def2-TZVPD basis).

Results
Net charge: -1
HOMO-LUMO gap (spin up / spin down), eV: 2.86 / 8.85
HOMO energy (spin up / spin down), eV: 0.80 / -5.35
LUMO level (spin up / spin down), eV: 3.66 / 3.50
Spin multiplicity: 2

CARTESIAN COORDINATES (ANGSTROEM)
C 1.96963 0.62247 0.59837
C 1.29691 -0.65155 0.05197
N -0.11330 -0.74535 0.51922
C -0.70234 -1.96215 0.40817
N -1.85225 -2.22416 0.91567
H 1.33479 1.46320 0.32763
H 2.90961 0.74332 0.05778
H 2.14652 0.43004 1.65346
H 1.21557 -0.56259 -1.04634
H 1.77223 -1.59991 0.26611
H -0.43212 0.12482 0.91660
H -0.09310 -2.58509 -0.25828
H -1.97020 -3.23671 0.92235
H -2.88899 0.67613 0.84227
H -2.34060 1.61274 -0.17097
O -2.13959 1.28353 0.70838
H -0.05755 2.14285 -1.45932
H -0.13009 2.63478 -2.87713
O 0.07488 1.83364 -2.37593

Entry two
Entry from the OMol25 dataset: a 3-piece molecular cluster, C3H12N2O2 overall (the ωB97M-V functional and the def2-TZVPD basis).

Results
Net charge: -1
HOMO-LUMO gap (spin up / spin down), eV: 2.85 / 7.25
HOMO energy (spin up / spin down), eV: 0.84 / -3.70
LUMO level (spin up / spin down), eV: 3.68 / 3.55
Spin multiplicity: 2

CARTESIAN COORDINATES (ANGSTROEM)
C 0.06369 -0.33080 2.67782
C 0.28714 -0.33870 1.20011
C 1.51170 -0.15902 0.64360
N 1.66919 0.09201 -0.71428
N -0.81835 -0.28130 0.35773
H -0.89161 -0.75223 2.95352
H 0.05501 0.74547 2.97160
H 0.84154 -0.80947 3.28120
H 2.37844 -0.21779 1.32478
H 1.03258 0.29798 -1.46735
H 2.54994 -0.25297 -1.08111
H -0.85382 -0.94023 -0.42185
H -1.73988 0.03778 0.60373
H 0.36776 -0.92313 -2.39079
H -0.53945 -0.92147 -3.64769
O -0.07371 -1.50553 -3.03025
H -1.36864 1.63203 -0.88334
H -2.16622 2.71000 -1.46087
O -2.30530 1.91736 -0.91655

Energies in eV, measured from the most stable structure: entry one 0.000; entry two 0.372.

Entry one
Entry from the OMol25 dataset: a 3-piece molecular cluster, CH4N3P overall (the ωB97M-V functional and the def2-TZVPD basis).

Results
HOMO-LUMO gap, eV: 9.20
HOMO energy, eV: -9.32
LUMO level, eV: -0.12

CARTESIAN COORDINATES (ANGSTROEM)
C 0.43494 1.16871 -1.20628
N 1.45456 1.24062 -0.29285
N 1.46488 0.18007 0.46478
N 0.45875 -0.61942 0.20905
P -0.44018 -0.44369 -1.26571
H -2.36036 -1.03003 1.62776
H 0.22596 1.98578 -1.83712
H 0.20715 -1.42362 0.77902
H -1.44571 -1.05843 1.52136

Entry two
Entry from the OMol25 dataset: a 2-piece molecular cluster, CH4N3P overall (the ωB97M-V functional and the def2-TZVPD basis).

Results
SMILES: [H]/N=P/C#N.N
HOMO-LUMO gap, eV: 9.30
HOMO energy, eV: -10.42
LUMO level, eV: -1.12

CARTESIAN COORDINATES (ANGSTROEM)
C 0.84261 -0.19640 -1.06920
N 1.49244 0.70007 -1.35754
N -0.36927 1.50690 1.68576
N -0.55331 -2.00071 -2.22787
P -0.18131 -1.70870 -0.77175
H -0.54087 2.27290 2.23497
H -0.36207 0.63483 2.24636
H 0.62325 1.66685 1.66863
H -0.95147 -2.87572 -2.40935

Entry three
Entry from the OMol25 dataset: a 2-piece molecular cluster, CH4N3P overall (the ωB97M-V functional and the def2-TZVPD basis).

Results
SMILES: [H]/N=P/N.C#N
HOMO-LUMO gap, eV: 9.93
HOMO energy, eV: -9.13
LUMO level, eV: 0.80

CARTESIAN COORDINATES (ANGSTROEM)
C 3.56121 -0.38607 0.58733
N 2.89514 -0.28526 -0.36739
N -0.70557 -1.71348 0.77362
N -1.46049 -0.01986 -1.07322
P -0.38108 -0.28484 0.24065
H 4.16066 -0.41557 1.39798
H -0.09352 -1.94624 1.49968
H -2.28050 -0.60888 -1.03646
H -1.16042 0.54652 -1.89289

Energies in eV, measured from the most stable structure: entry one 2.112; entry two 0.635; entry three 0.000.

Entry one
Entry from the OMol25 dataset: one molecule with the formula C5H8N2O2 (the ωB97M-V functional and the def2-TZVPD basis).

Results
SMILES: [H]/N=C/C(N)=C(/C)C(=O)O
HOMO-LUMO gap, eV: 8.11
HOMO energy, eV: -8.52
LUMO level, eV: -0.42

CARTESIAN COORDINATES (ANGSTROEM)
C -0.50279 2.19165 -0.75771
C -0.99977 -0.38100 -0.86805
C 0.73092 0.32450 0.42747
C -0.26474 0.79887 -0.29181
N 1.47491 0.58505 1.50559
C 0.59937 -1.46857 0.03517
O -1.95635 -0.77339 0.04691
N 0.46920 -2.34719 0.95718
O -1.07450 -0.59207 -2.08276
H -2.06851 -1.73887 -0.06330
H 0.97498 0.68794 2.38391
H 2.32075 0.01731 1.56945
H 0.94693 -3.22197 0.72226
H 1.07651 -1.70004 -0.92906
H -1.45643 2.55336 -0.36767
H 0.29302 2.86877 -0.43740
H -0.56350 2.19566 -1.85021

Entry two
Entry from the OMol25 dataset: one molecule with the formula C5H8N2O2 (the ωB97M-V functional and the def2-TZVPD basis).

Results
SMILES: O/N=C\N1C=C[C@H](O)C1
HOMO-LUMO gap, eV: 9.07
HOMO energy, eV: -8.28
LUMO level, eV: 0.79

CARTESIAN COORDINATES (ANGSTROEM)
C 1.69873 -1.00965 0.16316
C -0.82188 -1.04436 -0.49075
C -1.93740 0.10618 -0.27320
C -1.03362 1.35392 -0.21072
C 0.22411 1.00445 -0.19584
H 3.78173 1.07547 0.27401
H 1.48542 -2.07083 0.06716
H -0.84145 -1.95217 0.21575
H -0.95514 -1.56555 -1.43232
H -2.62484 0.09018 -1.04324
H -2.42122 0.13479 1.73784
H -1.15932 2.49089 0.19992
H 1.11775 1.69692 -0.23966
N 2.88540 -0.59549 0.40893
N 0.46476 -0.38282 -0.24422
O 2.91249 0.85928 0.17735
O -2.77552 -0.19121 0.88581

Energies in eV, measured from the most stable structure: entry one 0.000; entry two 0.338.